[1]
Below is a gas-phase ion, C5H14N2O (charge +3), with properties calculated with ωB97M-V/def2-TZVPD.

Structure (ORCA input):
```
! RIJCOSX wB97M-V def2-TZVPD def2/J DEFGRID3
* xyz 3 2
C 2.082 0.874 0.801
O 1.611 0.801 2.114
C 1.351 -0.214 0.001
C -0.147 0.007 0.245
C -1.200 -0.372 -0.816
C -3.727 0.370 -0.849
N -2.396 0.485 -1.013
N 1.793 -1.661 0.237
H 3.175 0.522 0.716
H 1.881 1.873 0.468
H 1.567 1.772 2.559
H 1.604 -0.017 -1.119
H -0.281 1.188 0.205
H -0.579 -0.175 1.289
H -1.561 -1.386 -0.709
H -0.674 -0.293 -1.854
H -4.316 1.231 -1.157
H -4.180 -0.503 -0.368
H -2.048 1.527 -1.302
H 2.405 -1.823 -0.650
H 2.467 -1.756 1.032
H 1.171 -2.450 0.168
*
```

Values from the calculation:
Orbital gap (alpha / beta) ... 12.291 / 6.064 eV
HOMO energy (alpha / beta) ... -23.806 / -23.789 eV

Löwdin population analysis, charges in e, atoms 1 to 4: C -0.07; O 0.27; C -0.23; C -0.14


[2]
Below is C5H14N2O2S in the gas phase, with properties calculated with ωB97M-V/def2-TZVPD.

Structure (ORCA input):
```
! RIJCOSX wB97M-V def2-TZVPD def2/J DEFGRID3
* xyz 0 1
C -0.571 -2.114 1.163
C -1.438 2.124 -1.096
C 1.992 -0.738 0.603
C 1.187 -0.233 -1.609
C -0.316 -1.164 0.029
N -0.477 1.938 -0.032
N 0.962 -0.972 -0.387
O -0.134 0.869 2.237
O -2.408 0.788 1.275
S -0.976 0.688 1.072
H 0.025 -3.021 1.050
H -1.625 -2.385 1.191
H -0.321 -1.644 2.114
H -1.177 3.003 -1.684
H -1.401 1.247 -1.743
H -2.460 2.228 -0.717
H 2.955 -1.034 0.187
H 2.028 0.319 0.884
H 1.798 -1.318 1.500
H 2.175 -0.489 -1.989
H 0.445 -0.518 -2.353
H 1.135 0.845 -1.441
H -1.039 -1.196 -0.776
H -0.358 2.778 0.520
*
```

Values from the calculation:
SMILES ... CNS(=O)(=O)[C@H](C)N(C)C
Orbital gap ... 9.151 eV
HOMO energy ... -8.368 eV

Löwdin population analysis, charges in e, atoms 1 to 4: C -0.08; C -0.17; C -0.06; C -0.07


[3]
Below is 2 unconnected molecules or ions with the total composition C5H14N2P, with properties calculated with ωB97M-V/def2-TZVPD.

Structure (ORCA input):
```
! RIJCOSX wB97M-V def2-TZVPD def2/J DEFGRID3
* xyz 1 1
C 3.176 0.577 0.192
C 1.816 1.137 -0.315
C 2.866 -0.901 0.294
C 1.010 0.021 -0.762
C -3.839 -0.521 0.044
N -1.181 0.503 0.658
N 1.541 -1.143 -0.405
P -2.107 -0.115 -0.467
H 3.949 0.891 -0.452
H 3.419 0.907 1.163
H 1.312 1.346 0.557
H 1.814 2.091 -0.914
H 3.674 -1.535 -0.240
H 2.781 -1.291 1.438
H -0.008 0.111 -1.143
H -4.586 -0.432 -0.798
H -4.144 0.175 0.804
H -4.002 -1.514 0.498
H -1.515 0.462 1.587
H 1.069 -2.110 -0.313
H -1.852 -1.351 -1.139
H -1.817 0.706 -1.509
*
```

Values from the calculation:
Orbital gap ... 8.908 eV
HOMO energy ... -12.689 eV

Löwdin population analysis, charges in e, atoms 1 to 4: C -0.13; C -0.12; C -0.13; C -0.05


[4]
Below is 3 unconnected molecules or ions with the total composition C5H14N2S, with properties calculated with ωB97M-V/def2-TZVPD.

Structure (ORCA input):
```
! RIJCOSX wB97M-V def2-TZVPD def2/J DEFGRID3
* xyz 0 1
C 0.068 1.833 -0.647
N 1.250 2.190 -0.017
C 0.727 -1.559 -0.278
C -0.411 -1.470 0.403
C -1.754 -1.208 -0.206
S -2.250 0.489 0.245
C 2.092 -1.215 0.272
N 2.593 -0.119 -0.526
H -0.103 0.742 -0.397
H -0.841 2.256 -0.090
H -0.103 2.106 -1.679
H 1.173 3.178 0.251
H 0.629 -1.555 -1.370
H -0.396 -1.395 1.491
H -0.308 1.222 1.859
H -2.519 -1.925 0.131
H -1.767 -1.326 -1.303
H 0.417 1.102 2.006
H 1.857 -1.016 1.353
H 2.731 -2.091 0.280
H 3.532 0.088 -0.181
H 1.954 0.711 -0.373
*
```

Values from the calculation:
Orbital gap ... 5.478 eV
HOMO energy ... -8.510 eV

Löwdin population analysis, charges in e, atoms 1 to 4: C -0.35; N 0.02; C -0.14; C -0.26


[5]
Below is 2 unconnected molecules or ions with the total composition C5H14N2S, with properties calculated with ωB97M-V/def2-TZVPD.

Structure (ORCA input):
```
! RIJCOSX wB97M-V def2-TZVPD def2/J DEFGRID3
* xyz 0 1
C 2.517 -2.301 0.344
C 1.475 -1.323 -0.320
C 0.304 -1.993 -1.053
S -0.542 -0.679 -2.048
H 2.087 -2.932 1.120
H 3.320 -1.703 0.805
H 3.039 -2.906 -0.407
H 1.095 -0.672 0.489
H 1.974 -0.634 -1.052
H -0.379 -2.532 -0.365
H 0.652 -2.788 -1.732
C -2.703 1.504 -0.318
N 0.201 2.416 1.521
C -1.091 2.402 1.011
N -1.455 1.372 0.358
H -2.579 1.470 -1.399
H -3.293 2.430 -0.106
H -3.426 0.726 -0.063
H 0.813 1.697 1.142
H 0.660 3.286 1.756
H -1.694 3.302 1.218
H -0.976 -0.141 -0.899
*
```

Values from the calculation:
SMILES ... C/N=C/N.CCCS
Orbital gap ... 9.469 eV
HOMO energy ... -8.481 eV

Löwdin population analysis, charges in e, atoms 1 to 4: C -0.11; C -0.35; C -0.56; S 0.67


[6]
Below is C5H14N2S in the gas phase, with properties calculated with ωB97M-V/def2-TZVPD.

Structure (ORCA input):
```
! RIJCOSX wB97M-V def2-TZVPD def2/J DEFGRID3
* xyz 0 1
C -2.928 -0.024 -0.432
C -0.661 -0.661 0.342
C 0.328 -0.343 -0.898
C 1.439 -1.355 -0.698
C 1.224 1.952 0.611
H -3.594 -0.976 -0.377
H -3.651 0.905 -0.220
H -2.348 0.266 -1.401
H -1.751 1.168 0.666
H -0.015 -0.725 1.324
H -0.867 -1.691 0.214
H -0.315 -0.365 -1.805
H 1.958 -1.298 -1.608
H 1.125 -2.460 -0.486
H 1.964 -1.167 1.313
H 2.831 -0.270 0.277
H 2.368 1.839 1.140
H 1.188 3.194 0.448
H 0.587 1.544 1.572
N -1.895 0.123 0.618
N 2.311 -1.062 0.348
S 0.703 1.405 -0.950
*
```

Values from the calculation:
SMILES ... CNC[C@H](CN)SC
Orbital gap ... 9.153 eV
HOMO energy ... -8.370 eV

Löwdin population analysis, charges in e, atoms 1 to 4: C -0.16; C -0.27; C -0.59; C -0.34


[7]
Below is a gas-phase ion, C5H14N3 (charge +1), with properties calculated with ωB97M-V/def2-TZVPD.

Structure (ORCA input):
```
! RIJCOSX wB97M-V def2-TZVPD def2/J DEFGRID3
* xyz 1 1
C 1.977 1.168 1.952
C 1.071 0.203 1.192
C 1.182 0.364 -0.307
C 0.481 -0.761 -1.061
N -3.115 -0.774 -1.819
C -1.801 -0.975 -1.872
N -0.954 -0.571 -0.986
N -0.382 0.454 1.541
H 2.115 2.078 1.374
H 1.669 1.279 2.983
H 2.970 0.712 2.043
H 1.183 -0.850 1.453
H 2.221 0.391 -0.620
H 0.850 1.351 -0.638
H 0.863 -0.800 -2.064
H 0.794 -1.761 -0.750
H -3.599 -0.530 -0.971
H -3.627 -1.011 -2.645
H -1.534 -1.460 -2.804
H -1.312 -0.118 -0.132
H -0.634 0.152 2.478
H -0.417 1.458 1.652
*
```

Values from the calculation:
SMILES ... C[C@@H](N)CC/[NH+]=C/N
Orbital gap ... 10.432 eV
HOMO energy ... -13.500 eV

Löwdin population analysis, charges in e, atoms 1 to 4: C -0.05; C -0.42; C -0.16; C -0.15


[8]
Below is 2 unconnected molecules or ions with the total composition C5H14N3, with properties calculated with ωB97M-V/def2-TZVPD.

Structure (ORCA input):
```
! RIJCOSX wB97M-V def2-TZVPD def2/J DEFGRID3
* xyz 1 1
C 2.833 -0.514 0.387
C 1.563 0.246 0.136
C 0.866 -0.349 -1.185
C -0.556 0.106 -1.756
N -2.696 0.252 1.195
C -1.888 -0.135 0.122
N -1.483 0.739 -0.767
N 0.784 0.236 1.326
H 3.150 -1.068 -0.509
H 2.756 -1.194 1.234
H 3.684 0.212 0.519
H 1.847 1.287 -0.150
H 1.552 -0.141 -1.907
H 0.814 -1.413 -1.083
H -1.073 -0.672 -2.334
H -0.324 0.883 -2.422
H -2.839 1.274 1.367
H -2.409 -0.260 2.070
H -1.680 -1.259 0.052
H -0.451 -2.041 1.185
H 1.451 0.458 2.108
H 0.379 -0.786 1.377
*
```

Values from the calculation:
Orbital gap ... 4.812 eV
HOMO energy ... -13.621 eV

Löwdin population analysis, charges in e, atoms 1 to 4: C -0.06; C -0.44; C -0.10; C -0.15


[9]
Below is a gas-phase ion, C5H14N3 (charge +1), with properties calculated with ωB97M-V/def2-TZVPD.

Structure (ORCA input):
```
! RIJCOSX wB97M-V def2-TZVPD def2/J DEFGRID3
* xyz 1 1
C 2.492 -1.486 -0.243
C 1.697 -0.326 -0.887
C 1.140 0.766 0.178
C -0.142 1.482 -0.386
N -1.296 1.408 0.558
C -1.931 0.095 0.534
N -3.281 0.227 0.104
N -1.432 -1.078 0.915
H 2.116 -1.632 0.740
H 3.531 -1.274 -0.272
H 2.432 -2.428 -0.758
H 0.629 -0.552 -1.333
H 2.381 0.164 -1.533
H 0.923 0.225 1.113
H 1.865 1.532 0.466
H -0.486 0.947 -1.329
H -0.187 2.567 -0.722
H -1.133 1.529 1.471
H -3.550 1.219 -0.050
H -3.769 -0.475 -0.371
H -0.412 -0.854 1.177
H -1.587 -2.056 0.627
*
```

Values from the calculation:
SMILES ... CCCCNC(N)=[NH2+]
Orbital gap ... 10.498 eV
HOMO energy ... -14.452 eV

Löwdin population analysis, charges in e, atoms 1 to 4: C -0.09; C -0.20; C -0.17; C -0.16


[10]
Below is a gas-phase ion, C5H14N3O (charge +1), with properties calculated with ωB97M-V/def2-TZVPD.

Structure (ORCA input):
```
! RIJCOSX wB97M-V def2-TZVPD def2/J DEFGRID3
* xyz 1 1
C -1.688 -2.185 -0.620
C 2.456 0.064 0.346
C -1.159 1.416 0.824
C 1.300 0.467 1.094
C -0.430 -0.260 -0.724
N -1.184 -1.212 0.021
N -0.974 0.558 -1.817
N 0.014 0.847 0.155
O 0.840 -0.369 2.084
H -2.375 -2.936 -0.212
H -1.441 -2.367 -1.689
H 3.050 0.913 -0.090
H 2.107 -0.576 -0.403
H 3.180 -0.558 0.804
H -1.288 0.849 1.742
H -1.051 2.404 0.977
H -2.026 1.254 0.169
H 1.411 1.380 1.672
H 0.447 -0.753 -1.086
H -2.059 0.608 -1.818
H -0.611 0.206 -2.706
H 0.449 1.590 -0.497
H 1.033 -1.342 1.771
*
```

Values from the calculation:
SMILES ... C=N[C@@H](N)[N@@H+](C)[C@H](C)O
Orbital gap ... 11.143 eV
HOMO energy ... -14.269 eV

Löwdin population analysis, charges in e, atoms 1 to 4: C 0.03; C -0.01; C 0.01; C -0.37


[11]
Below is C5H14N3P in the gas phase, with properties calculated with ωB97M-V/def2-TZVPD.

Structure (ORCA input):
```
! RIJCOSX wB97M-V def2-TZVPD def2/J DEFGRID3
* xyz 0 1
C -0.566 -0.183 1.730
C -1.701 -0.129 0.660
C 0.792 -0.862 1.327
C -2.425 0.992 -1.530
C 2.265 -1.125 -1.277
N -1.359 0.746 -0.503
N -0.232 0.090 -1.239
N 2.101 1.311 0.218
P 1.060 0.001 -0.348
H -0.201 0.841 1.842
H -1.048 -0.495 2.701
H -2.006 -1.184 0.321
H -2.496 0.268 1.196
H 1.509 -0.800 2.110
H 0.876 -1.996 1.026
H -2.283 0.269 -2.400
H -3.507 0.978 -1.155
H -2.207 2.071 -1.862
H 2.573 -0.611 -2.194
H 1.896 -2.083 -1.508
H 3.043 -1.144 -0.552
H 2.498 0.964 1.080
H 1.420 2.079 0.358
*
```

Values from the calculation:
SMILES ... CN1CCC[P@](C)(N)=N1
Orbital gap ... 8.454 eV
HOMO energy ... -7.599 eV

Löwdin population analysis, charges in e, atoms 1 to 4: C -0.24; C -0.24; C -0.27; C -0.12


[12]
Below is 2 unconnected molecules or ions with the total composition C5H14N3S, with properties calculated with ωB97M-V/def2-TZVPD.

Structure (ORCA input):
```
! RIJCOSX wB97M-V def2-TZVPD def2/J DEFGRID3
* xyz 1 1
C 1.990 0.094 -1.658
C 0.912 1.832 -0.424
C -0.459 -1.089 1.221
C -1.761 -0.427 1.238
C -0.456 -2.539 0.922
N 0.975 0.898 -1.344
N -0.236 0.497 -1.952
N -0.146 2.718 -0.232
S 1.023 -0.363 1.720
H 1.822 -0.657 -2.344
H 3.034 0.259 -1.194
H 1.802 1.908 0.196
H -1.673 0.661 1.642
H -2.503 -0.918 1.904
H -2.168 -0.566 0.242
H 0.560 -2.896 0.803
H -0.931 -2.690 -0.022
H -1.141 -3.066 1.562
H -0.553 1.036 -2.816
H -0.897 0.383 -1.163
H 1.799 -1.327 2.303
H -0.741 2.833 -0.996
H -0.252 3.419 0.391
*
```

Values from the calculation:
Orbital gap (alpha / beta) ... 8.929 / 5.320 eV
HOMO energy (alpha / beta) ... -12.327 / -10.208 eV

Löwdin population analysis, charges in e, atoms 1 to 4: C 0.12; C -0.13; C -0.76; C -0.16


Sequential max |F| output: 4.83; 1.66; 3.64; 2.30; 2.02; 5.76; 1.74; 3.72; 5.55; 4.71; 3.59; 6.11 eV/Å
Sequential E_tot output: -382.2954; -857.0366; -649.4404; -706.3329; -706.5748; -706.4810; -362.9575; -362.6528; -362.8792; -438.1034; -704.4429; -760.9450 hartree